Below is 12 unconnected molecules or ions with the total composition C63H102N4O27, with properties calculated with ωB97M-V with the def2-TZVPD basis set.

```
196
C63H102N4O27, DFT ωB97M-V with the def2-TZVPD basis set
O 38.09 -3.16 4.25
C 37.86 -4.44 3.78
C 38.46 -4.91 2.62
C 38.35 -6.27 2.28
C 37.44 -7.08 2.97
O 37.27 -8.41 2.61
C 36.69 -6.55 3.98
C 36.95 -5.25 4.45
H 38.62 -2.67 3.62
H 39.22 -4.35 2.09
H 38.91 -6.64 1.43
H 37.86 -8.63 1.89
H 35.90 -7.03 4.54
H 36.40 -4.90 5.31
O 38.44 -19.70 -2.65
C 38.17 -20.76 -3.43
C 36.84 -21.09 -3.62
C 36.43 -22.13 -4.43
C 37.40 -22.98 -4.95
O 36.98 -24.11 -5.69
C 38.73 -22.68 -4.75
C 39.11 -21.61 -3.96
H 39.32 -19.71 -2.22
H 36.08 -20.47 -3.16
H 35.39 -22.23 -4.66
H 37.69 -24.42 -6.27
H 39.51 -23.25 -5.25
H 40.18 -21.39 -3.88
O 31.12 -13.30 -3.42
C 32.40 -13.48 -2.92
C 32.67 -13.09 -1.61
C 33.94 -13.10 -1.06
C 35.02 -13.42 -1.89
O 36.32 -13.35 -1.44
C 34.76 -13.72 -3.22
C 33.49 -13.75 -3.73
H 31.17 -13.13 -4.36
H 31.85 -12.80 -0.95
H 34.11 -12.69 -0.08
H 36.39 -13.79 -0.54
H 35.62 -13.75 -3.88
H 33.38 -13.90 -4.80
O 27.95 -13.56 4.13
C 28.80 -12.70 3.42
C 29.68 -11.84 4.08
C 30.30 -10.81 3.40
C 30.04 -10.62 2.03
O 30.69 -9.60 1.36
C 29.17 -11.49 1.37
C 28.62 -12.56 2.04
H 28.42 -14.14 4.73
H 29.84 -11.97 5.15
H 30.95 -10.18 3.98
H 30.37 -9.56 0.40
H 29.01 -11.40 0.30
H 28.00 -13.27 1.50
O 44.81 -13.69 -2.53
C 43.43 -13.65 -2.32
C 42.81 -14.82 -1.91
C 41.42 -14.78 -1.59
C 40.73 -13.58 -1.62
O 39.42 -13.52 -1.29
C 41.35 -12.42 -2.05
C 42.74 -12.43 -2.31
H 45.23 -12.86 -2.29
H 43.34 -15.76 -1.96
H 40.87 -15.68 -1.31
H 39.16 -14.40 -0.92
H 40.77 -11.51 -2.11
H 43.29 -11.50 -2.46
C 28.84 -8.61 -1.50
O 30.19 -8.93 -1.22
C 30.90 -9.36 -2.34
C 32.37 -9.50 -1.95
N 32.86 -8.24 -1.38
C 34.08 -8.48 -0.63
C 34.86 -7.28 -0.33
O 34.27 -6.56 0.72
C 34.99 -5.35 1.03
H 28.68 -8.13 -2.48
H 28.43 -7.92 -0.76
H 28.18 -9.50 -1.52
H 30.78 -8.60 -3.12
H 30.56 -10.34 -2.69
H 32.95 -9.88 -2.79
H 32.38 -10.31 -1.18
H 32.15 -8.01 -0.68
H 34.75 -9.11 -1.25
H 34.00 -9.10 0.28
H 35.03 -6.67 -1.23
H 35.86 -7.67 -0.04
H 36.03 -5.60 1.26
H 34.51 -4.98 1.94
H 34.91 -4.63 0.21
C 30.67 -21.38 -5.94
O 31.63 -20.49 -6.41
C 31.32 -19.15 -6.02
C 32.22 -18.18 -6.73
N 33.66 -18.09 -6.39
C 34.41 -19.29 -6.78
C 35.88 -19.08 -6.58
O 36.15 -18.72 -5.27
C 37.27 -17.89 -5.16
H 30.63 -21.31 -4.84
H 31.02 -22.41 -6.09
H 29.72 -21.24 -6.45
H 31.37 -19.07 -4.93
H 30.31 -18.93 -6.39
H 31.79 -17.20 -6.43
H 32.09 -18.11 -7.81
H 33.72 -18.10 -5.36
H 34.12 -19.56 -7.80
H 34.17 -20.23 -6.24
H 36.29 -18.33 -7.29
H 36.46 -19.99 -6.87
H 37.13 -16.93 -5.70
H 38.19 -18.39 -5.50
H 37.36 -17.60 -4.12
C 34.33 -10.76 2.82
O 35.18 -11.80 2.55
C 36.19 -11.44 1.61
C 37.27 -12.50 1.66
N 36.73 -13.79 1.32
C 37.75 -14.83 1.57
C 37.48 -16.06 0.69
O 38.47 -16.04 -0.32
C 38.02 -16.54 -1.58
H 33.74 -11.03 3.69
H 33.57 -10.48 2.07
H 34.91 -9.86 3.04
H 36.57 -10.45 1.90
H 35.74 -11.35 0.61
H 37.68 -12.56 2.69
H 38.07 -12.30 0.95
H 35.89 -13.99 1.85
H 37.73 -15.08 2.64
H 38.74 -14.45 1.34
H 36.53 -15.89 0.20
H 37.50 -16.96 1.30
H 38.78 -17.04 -2.19
H 37.67 -15.71 -2.22
H 37.19 -17.26 -1.51
C 43.69 -19.31 -2.86
O 43.56 -19.67 -1.53
C 42.65 -18.88 -0.83
C 41.19 -19.14 -1.18
N 40.59 -20.42 -0.84
C 41.45 -21.59 -0.98
C 40.71 -22.80 -0.63
O 40.19 -22.57 0.65
C 39.78 -23.76 1.21
H 42.72 -19.26 -3.38
H 44.15 -20.12 -3.45
H 44.29 -18.41 -3.01
H 42.76 -17.81 -1.07
H 42.86 -18.99 0.23
H 41.10 -18.91 -2.25
H 40.56 -18.38 -0.69
H 40.30 -20.47 0.14
H 42.30 -21.44 -0.29
H 41.92 -21.67 -1.96
H 41.39 -23.66 -0.58
H 39.96 -23.08 -1.39
H 39.13 -24.37 0.56
H 39.22 -23.68 2.14
H 40.62 -24.42 1.47
O 33.77 -20.07 -0.13
C 34.87 -20.23 0.10
O 35.80 -19.25 -0.03
C 37.03 -19.74 0.45
C 36.86 -21.26 0.40
O 35.45 -21.42 0.37
H 37.88 -19.40 -0.14
H 37.20 -19.39 1.48
H 37.33 -21.72 1.27
H 37.27 -21.66 -0.53
O 32.72 -6.14 6.33
C 32.61 -6.54 5.22
O 31.64 -6.14 4.33
C 31.72 -6.96 3.14
C 33.19 -7.47 3.21
O 33.55 -7.30 4.58
H 30.98 -7.74 3.24
H 31.44 -6.33 2.30
H 33.82 -6.94 2.50
H 33.14 -8.54 3.05
O 33.47 -16.75 1.84
C 33.15 -16.07 2.71
O 33.05 -14.69 2.60
C 32.56 -14.15 3.86
C 32.91 -15.28 4.87
O 32.85 -16.47 3.99
H 33.13 -13.26 4.13
H 31.50 -13.90 3.86
H 32.15 -15.46 5.62
H 33.92 -15.25 5.28
```

Properties
Electronic energy, a.u.: -4712.04010
Maximum force, Eh/bohr: 0.1140
Net charge: 0
Structure (SMILES): Oc1ccc(O)cc1.Oc1ccc(O)cc1.Oc1ccc(O)cc1.Oc1ccc(O)cc1.Oc1ccc(O)cc1.COCCNCCOC.COCCNCCOC.COCCNCCOC.COCCNCCOC.O=C1OCCO1.O=C1OCCO1.O=C1OCCO1
LUMO energy, eV: 0.317
Gap between HOMO and LUMO, eV: 8.26

***

Below is C4H10O2 in the gas phase, with properties calculated with ωB97M-V with the def2-TZVPD basis set.

```
16
C4H10O2, DFT ωB97M-V with the def2-TZVPD basis set
C 0.31 1.60 1.55
C 0.40 0.16 1.06
C -0.39 -0.04 -0.23
O 0.03 0.94 -1.16
C -0.16 -1.42 -0.85
O -0.77 -1.39 -2.14
H 0.91 1.75 2.45
H 0.68 2.28 0.77
H -0.72 1.88 1.77
H 1.45 -0.10 0.87
H 0.02 -0.53 1.82
H -1.46 0.06 -0.02
H -0.31 0.63 -2.01
H -0.59 -2.21 -0.23
H 0.92 -1.59 -0.94
H -0.32 -2.02 -2.71
```

Properties
Electronic energy, a.u.: -308.87560
Maximum force, Eh/bohr: 0.0072
Net charge: 0
Structure (SMILES): CC[C@@H](O)CO
LUMO energy, eV: 0.789
Gap between HOMO and LUMO, eV: 10.90

***

Below is a molecular structure, C13H24F6N4O9S2V, with properties calculated with ωB97M-V with the def2-TZVPD basis set.

```
59
C13H24F6N4O9S2V, DFT ωB97M-V with the def2-TZVPD basis set
V 20.25 12.93 26.60
C 16.83 11.85 24.41
F 17.46 12.99 24.35
F 15.83 12.04 25.21
F 16.48 11.47 23.18
S 18.12 10.64 25.17
O 17.66 10.47 26.53
O 18.16 9.42 24.38
N 19.68 11.48 25.22
S 20.43 11.06 23.94
O 19.58 10.96 22.76
O 21.49 12.02 23.74
C 21.29 9.28 24.23
F 22.59 9.48 24.26
F 20.82 8.75 25.41
F 21.01 8.48 23.17
C 21.77 16.79 26.38
C 21.33 15.30 26.41
O 21.25 14.69 27.50
O 20.87 14.72 25.41
H 21.04 17.50 25.98
H 22.64 17.03 25.76
H 21.94 17.24 27.36
C 23.40 11.72 26.70
O 22.17 11.55 26.58
N 24.13 11.55 27.80
C 25.49 11.95 27.86
C 23.62 10.97 29.07
H 24.04 12.02 25.86
H 25.98 12.33 26.96
H 26.10 11.08 28.10
H 25.73 12.56 28.73
H 24.38 10.27 29.42
H 23.74 11.82 29.73
H 22.66 10.45 29.03
C 20.01 11.57 29.56
O 19.78 11.74 28.33
N 19.58 10.52 30.28
C 20.04 10.30 31.67
C 18.79 9.42 29.73
H 20.59 12.27 30.18
H 20.48 9.30 31.78
H 19.39 10.60 32.49
H 20.91 10.95 31.70
H 19.45 8.56 29.82
H 17.82 9.28 30.21
H 18.66 9.55 28.66
C 17.71 14.76 27.64
O 18.28 13.80 27.13
N 17.43 15.92 27.02
C 17.08 17.12 27.82
C 17.94 16.24 25.73
H 17.25 14.84 28.64
H 16.19 16.84 28.38
H 16.87 18.02 27.25
H 17.81 17.37 28.58
H 18.37 15.39 25.21
H 17.12 16.64 25.12
H 18.70 17.01 25.81
```

Properties
Spin multiplicity: 4
Expectation value of S²: 3.75
Electronic energy, a.u.: -3745.53234
Maximum force, Eh/bohr: 0.1012
Net charge: 0
LUMO energy (alpha / beta), eV: 0.135 / 0.133
Gap between HOMO and LUMO (alpha / beta), eV: 7.37 / 9.54